Below is C46H110N13O12Rb as an isolated structure, with properties calculated with ωB97M-V/def2-TZVPD.

Geometry as XYZ:
```
182
Properties=species:S:1:pos:R:3:forces:R:3
Rb 7.021623 6.705813 19.429606 -0.8 -0.1 0.4
C 4.728148 10.945368 21.150594 1.0 0.0 0.4
C 4.859044 9.754464 20.172288 0.2 -1.2 1.7
C 6.033897 10.013789 19.200739 -0.7 -0.1 -0.4
O 4.945068 8.509818 20.870165 0.5 1.1 -1.3
H 5.700914 11.032018 21.634659 0.3 0.2 0.2
H 4.041649 10.833599 21.989834 -0.3 -0.6 -0.3
H 4.518527 11.911373 20.691266 0.0 0.1 -0.4
H 3.942059 9.828981 19.587750 -0.4 -0.4 -0.6
H 5.657541 10.713495 18.454508 0.4 0.5 -0.1
H 6.293611 9.149196 18.589892 -0.3 -0.4 0.0
H 6.983180 10.350808 19.617123 -0.2 0.3 0.4
C 8.225843 4.704064 22.169974 0.3 -0.2 0.3
O 6.911310 5.013848 21.747929 1.0 0.7 0.5
C 5.915085 4.042769 22.006532 -0.8 0.2 -0.3
C 4.523869 4.673125 21.674376 0.5 0.3 0.8
N 4.238990 5.936653 22.417362 -1.6 -1.1 -1.0
C 2.821208 6.312634 22.037551 0.4 1.8 0.9
C 2.320488 7.592326 22.830355 1.8 -1.3 0.3
O 2.518156 7.397146 24.241337 -1.4 1.4 -0.2
C 2.168660 8.622357 24.938207 0.3 -0.9 -0.1
H 8.362302 4.362716 23.196114 -0.8 -0.1 0.3
H 8.862167 5.588928 22.155425 -0.2 0.3 -0.4
H 8.706692 3.922305 21.581974 -0.1 -0.1 -0.5
H 5.929421 3.654355 23.024874 0.1 0.5 0.4
H 6.185627 3.190496 21.383191 -0.6 -0.3 -0.4
H 3.747617 3.978763 21.995941 0.1 -0.3 -0.1
H 4.401501 4.832180 20.603007 0.2 -0.2 -0.3
H 4.687746 6.681915 21.904240 0.8 0.3 0.2
H 2.077191 5.517014 22.076548 0.3 -0.3 0.4
H 2.864067 6.656372 21.004051 -0.3 0.0 -0.4
H 1.302105 7.833433 22.525632 -0.3 -0.1 0.3
H 2.960171 8.439322 22.582358 0.1 0.1 -0.6
H 2.245765 8.408949 26.004329 -0.3 -0.1 -0.1
H 1.184964 9.004251 24.665083 -0.4 -0.3 0.1
H 2.820511 9.476890 24.756637 0.6 -0.2 -0.4
C -0.533366 10.027035 13.847139 -1.2 0.2 1.1
O 0.122553 9.440760 14.905432 1.5 -2.2 2.0
C 0.623914 10.283160 15.934913 0.1 0.5 -0.4
C 1.429812 9.575660 17.044514 0.4 -1.3 -1.7
N 0.774323 8.309577 17.479881 0.1 1.4 0.2
C 0.423495 8.405339 18.900354 -1.7 0.1 -1.3
C -0.430196 7.169262 19.235471 3.0 0.8 0.3
O -0.346009 7.178043 20.618352 -1.3 -2.0 1.9
C -0.965095 6.062025 21.365302 0.6 1.4 -0.1
H 0.014633 10.923251 13.556289 0.0 -0.2 -1.1
H -1.517648 10.323474 14.209655 -0.4 0.6 -0.1
H -0.778508 9.185962 13.198596 0.7 0.6 -0.8
H -0.220234 10.819094 16.368825 -0.1 0.3 0.2
H 1.276018 10.966008 15.390310 0.2 0.7 0.4
H 1.798435 10.225604 17.838113 -1.1 0.3 0.4
H 2.407585 9.266202 16.675320 0.1 0.0 -0.8
H -0.085357 8.230998 16.955611 -0.1 -0.2 -0.3
H -0.231926 9.262705 19.053486 0.5 0.6 0.5
H 1.380458 8.456662 19.419660 -0.5 -0.1 0.8
H 0.292106 6.467518 18.818426 -0.9 -1.4 -0.2
H -1.431689 7.163079 18.805279 0.0 0.0 -0.1
H -2.035521 6.247354 21.454509 -0.1 -0.1 -0.1
H -0.505106 6.107204 22.352446 -0.1 0.2 0.0
H -0.785872 5.041500 21.026914 0.2 0.2 -0.8
C 10.346803 13.235996 17.535897 0.9 0.1 0.0
C 9.924144 11.849918 17.006017 -0.5 0.4 0.3
C 9.642083 11.948430 15.524114 1.8 0.5 -1.3
C 10.901311 11.908388 14.680273 1.7 -0.9 0.3
C 11.861902 10.744328 15.141201 -1.1 1.4 -3.2
C 12.176079 10.674892 16.566271 0.0 -0.1 0.8
N 10.914471 10.811472 17.311397 0.2 0.0 -3.7
O 11.057370 10.489716 18.616367 -0.3 -0.5 1.9
C 12.757657 9.247071 16.683905 -0.3 0.5 2.0
C 13.246404 11.739175 16.934679 -0.3 0.0 -0.3
C 8.577097 11.418835 17.543552 0.8 0.8 1.8
H 9.619777 14.046383 17.483005 -0.3 -0.3 -0.2
H 11.207966 13.537381 16.939529 0.0 0.3 -0.2
H 10.747912 13.245896 18.549365 -0.3 -0.4 0.2
H 8.985708 11.156005 15.164498 -0.2 0.1 0.2
H 9.276696 12.945038 15.276353 -0.9 -0.2 0.4
H 11.490423 12.824099 14.730482 -0.3 0.3 0.1
H 10.612392 11.791340 13.635805 0.2 -0.1 -0.1
H 12.852350 10.814706 14.691572 -0.1 0.2 -0.7
H 11.418365 9.850876 14.701764 0.0 -0.4 0.6
H 13.745699 9.154714 16.232970 -0.3 0.0 -0.4
H 12.904950 9.090697 17.752530 0.2 -0.4 0.1
H 12.029030 8.509254 16.348019 0.2 0.0 -0.3
H 13.186643 12.033997 17.982350 0.2 -0.2 0.0
H 14.245690 11.395412 16.667552 0.1 -0.2 0.3
H 13.115343 12.634907 16.327568 -0.2 0.1 0.1
H 8.726866 11.344062 18.620620 -0.4 -0.5 0.2
H 8.263284 10.476661 17.094202 -0.3 0.3 0.1
H 7.919400 12.283696 17.456584 -0.5 -0.4 -0.5
H 10.627170 9.634965 18.539380 0.1 -0.3 1.2
C 9.340913 16.111330 20.761134 0.1 0.2 1.3
C 7.821129 16.284653 20.441462 1.2 0.6 -0.4
C 7.366574 14.912360 19.933097 -0.2 -0.8 -0.3
C 5.869189 14.791559 19.724748 0.0 2.0 0.8
C 5.237687 15.065088 21.102849 -0.5 0.1 -1.2
C 5.588558 16.457054 21.784420 1.7 -1.8 -0.1
N 7.034136 16.706926 21.692997 1.8 -3.6 -2.6
O 7.520134 17.873832 22.225154 -0.1 1.0 0.3
C 4.878551 17.529649 21.032266 -1.4 1.7 -0.8
C 5.326514 16.288164 23.282144 -1.6 0.8 -0.3
C 7.892356 17.296928 19.257631 -1.4 0.6 0.9
H 9.548548 15.401000 21.561390 -0.3 -0.3 0.2
H 9.798912 17.036639 21.110616 -0.2 0.3 0.0
H 9.990135 15.792548 19.945665 -0.6 -0.1 -0.5
H 7.823049 14.671131 18.973132 0.6 0.3 0.0
H 7.770983 14.196589 20.648792 -0.3 -0.4 0.1
H 5.414504 13.940701 19.217398 0.6 -0.5 0.4
H 5.649321 15.614711 19.044909 -0.4 0.3 -0.1
H 5.412501 14.125169 21.626390 0.3 0.4 1.0
H 4.162535 15.079619 20.924174 -0.2 0.1 0.4
H 4.744396 18.460124 21.583905 0.1 -0.1 0.4
H 5.384674 17.852442 20.122468 0.5 -0.3 0.2
H 3.900294 17.312673 20.603273 -0.3 -0.5 0.6
H 4.283935 15.974509 23.334458 -0.2 -0.2 0.5
H 5.942709 15.562561 23.813091 0.1 -0.1 -0.5
H 5.375478 17.245362 23.801249 0.1 0.1 0.0
H 8.523426 16.951333 18.438842 -0.2 -0.1 0.1
H 8.254301 18.264639 19.604960 0.3 -0.1 0.1
H 6.873036 17.525188 18.946227 0.1 -0.2 -0.7
H 8.126836 17.525424 22.882513 0.1 0.4 0.3
C 4.638635 11.315246 15.239887 -0.3 0.5 -0.5
C 4.904189 11.583090 13.722422 -2.2 0.3 0.6
C 4.191567 10.408206 12.938471 0.9 1.1 -1.2
C 3.937983 10.800946 11.479985 -0.5 0.5 -0.6
C 3.011927 11.985121 11.374396 0.7 0.9 0.6
C 3.640787 13.262334 12.113507 0.4 -0.7 -0.7
N 4.155772 12.891257 13.438467 -1.3 -2.5 -0.4
O 4.669644 14.000986 14.096539 0.8 0.2 0.2
C 4.736691 13.908416 11.265586 1.3 -0.9 -0.8
C 2.534922 14.244257 12.276752 -1.3 -0.2 0.5
C 6.358883 11.640155 13.392088 0.4 -0.6 0.0
H 3.580220 11.461129 15.455674 -0.3 -0.2 -0.4
H 5.078879 12.063606 15.898859 0.7 -0.3 0.0
H 4.863540 10.282836 15.507564 0.4 0.1 0.2
H 4.866266 9.568449 12.772096 0.2 -0.2 1.1
H 3.273517 10.085559 13.429586 0.0 0.0 0.0
H 3.534075 9.987848 10.876811 -0.1 -0.3 0.3
H 4.824534 11.091578 10.916369 0.6 -0.2 0.4
H 2.035985 11.679597 11.751609 -0.1 0.4 0.5
H 2.823666 12.257128 10.335809 0.2 0.1 -0.1
H 4.597494 13.822763 10.187916 -0.7 0.3 -0.1
H 5.023883 14.932328 11.504810 -0.4 0.0 0.2
H 5.653651 13.327240 11.363189 0.2 0.0 0.3
H 2.064390 14.409523 11.307529 0.2 0.5 -0.1
H 1.772982 13.726126 12.859059 -0.2 0.2 0.3
H 2.813351 15.155484 12.806146 0.0 0.0 -0.4
H 6.830430 10.743626 13.794565 0.2 0.0 0.3
H 6.816591 12.523885 13.836644 0.1 0.0 -0.3
H 6.496394 11.525988 12.316835 0.2 0.6 0.0
H 4.090418 14.085157 14.857473 0.0 0.2 0.2
C 3.605458 5.903400 17.832510 1.2 -2.0 0.0
O 4.489677 5.158938 18.209548 2.0 -0.5 1.3
N 3.357532 7.119701 18.148593 1.6 5.2 3.7
N 2.765547 5.568120 16.933151 -3.5 -2.3 -4.1
H 2.456797 7.564619 18.044538 -0.1 -0.5 -0.4
H 3.883010 7.418858 18.957586 0.1 0.6 0.4
H 2.265669 6.369743 16.575922 -0.7 -0.9 -0.7
H 2.766635 4.636114 16.543973 -0.1 0.5 -0.1
C 7.391841 12.663634 24.625513 0.3 0.1 -0.3
O 6.293265 13.050743 24.901131 -2.3 1.0 0.7
N 8.308846 12.285318 25.481888 2.0 -1.2 2.5
N 7.851385 12.626688 23.391710 0.2 0.2 -3.9
H 8.179023 12.420852 26.474294 0.0 -0.4 -0.3
H 9.086504 11.759864 25.108722 0.0 0.3 0.7
H 8.747709 12.284937 23.075631 -0.2 0.2 0.4
H 7.322934 13.144316 22.704033 -0.1 -0.3 0.0
C 2.738942 12.534021 25.223353 -3.1 0.8 -0.4
O 1.544836 12.492953 25.354383 -2.6 -1.0 0.7
N 3.591025 12.712877 26.177695 3.1 0.0 4.3
N 3.303870 12.639399 24.072005 3.4 0.2 -5.5
H 4.564338 12.765753 25.913218 0.1 -0.1 0.5
H 3.381239 12.333967 27.090125 -0.1 0.3 -0.2
H 2.925336 12.545342 23.140360 -0.8 0.0 0.8
H 4.308854 12.737936 24.051717 0.0 -0.1 -0.1
C 6.401828 7.819111 24.473907 -3.7 -1.5 -0.4
O 5.421715 7.175689 24.780258 -0.6 -0.5 0.6
N 7.449823 7.904177 25.211602 4.3 -0.3 4.0
N 6.531962 8.493501 23.380711 0.8 2.4 -3.6
H 7.347528 7.447158 26.106459 0.5 0.4 0.0
H 8.197472 8.548110 24.996048 -0.2 -0.4 0.5
H 7.405294 8.991766 23.285192 -0.5 0.1 -0.6
H 5.858447 8.496744 22.628076 -0.4 0.1 -0.6
```
Positions in Å, forces in eV/Å.

Computed properties:
maximum force	0.1275	hartree/bohr
energy above the lowest of the compared OMol25 structures with the same formula, charge and spin	450.1	kJ/mol
HOMO level	-7.46	eV
molar mass	1122.933	Da

Results of the Mulliken charge analysis, in e, for atoms 1 through 4: number 1, Rb, carries 0.766; number 2, C, carries -1.356; number 3, C, carries 1.561; number 4, C, carries -1.137